# 1
Computed, not measured: a structure of composition C47H44Cl3GeN3OP2PtSSe2, with wB97M-V/def2-TZVPD.

Each line ends with the Mulliken charge.
Cartesian coordinates (Å):
Pt (0.25, 0.08, 0.25)  1.68
Se (-2.83, 2.94, 5.84)  -0.26
P (-2.30, 0.94, 5.45)  1.06
C (-3.75, -0.15, 5.47)  -0.12
C (-4.65, -0.06, 6.54)  -0.73
C (-5.78, -0.84, 6.56)  -0.79
C (-6.05, -1.71, 5.50)  -0.92
C (-5.18, -1.79, 4.43)  0.10
C (-4.03, -1.01, 4.41)  0.48
C (-1.13, 0.31, 6.69)  0.44
C (0.13, 0.91, 6.73)  -0.25
C (1.08, 0.46, 7.64)  -0.75
C (0.77, -0.57, 8.51)  -0.50
C (-0.49, -1.15, 8.48)  -0.66
C (-1.44, -0.72, 7.56)  -0.39
C (-1.46, 0.50, 3.92)  -0.62
C (-1.21, 1.03, 2.66)  1.04
N (-0.42, 0.10, 2.06)  0.33
N (-0.21, -0.93, 2.87)  -0.80
N (-0.82, -0.70, 3.99)  -0.17
P (-1.71, 2.50, 1.72)  0.96
Se (-0.59, 2.69, -0.06)  -0.54
C (-3.48, 2.29, 1.41)  0.20
C (-3.97, 2.43, 0.12)  -1.00
C (-5.33, 2.28, -0.12)  -0.58
C (-6.20, 2.00, 0.92)  -0.58
C (-5.71, 1.84, 2.21)  -0.90
C (-4.35, 1.98, 2.46)  0.54
C (-1.50, 3.94, 2.77)  0.31
C (-2.51, 4.90, 2.88)  -0.33
C (-2.29, 6.03, 3.66)  -0.69
C (-1.08, 6.20, 4.31)  -0.43
C (-0.07, 5.25, 4.18)  -0.59
C (-0.28, 4.13, 3.41)  -0.15
H (-4.45, 0.65, 7.33)  0.46
H (-6.47, -0.78, 7.39)  0.39
H (-6.95, -2.32, 5.52)  0.44
H (-5.38, -2.46, 3.60)  0.31
H (-3.35, -1.09, 3.58)  -0.11
H (0.37, 1.71, 6.05)  0.33
H (2.06, 0.91, 7.65)  0.41
H (1.51, -0.92, 9.22)  0.36
H (-0.73, -1.96, 9.16)  0.38
H (-2.41, -1.19, 7.53)  0.34
H (-3.28, 2.64, -0.69)  0.27
H (-5.71, 2.38, -1.13)  0.46
H (-7.26, 1.88, 0.73)  0.38
H (-6.38, 1.61, 3.03)  0.51
H (-3.99, 1.88, 3.47)  0.03
H (-3.46, 4.75, 2.39)  0.38
H (-3.08, 6.76, 3.76)  0.39
H (-0.92, 7.08, 4.92)  0.37
H (0.87, 5.39, 4.68)  0.41
H (0.51, 3.39, 3.29)  0.17
C (3.20, 2.27, -2.32)  -1.30
C (3.30, 0.85, -2.88)  -0.01
C (1.95, 0.40, -3.42)  -1.54
S (0.66, -0.05, -2.21)  1.24
O (-0.54, 0.65, -2.74)  -0.71
C (0.46, -1.78, -2.62)  -0.93
C (1.68, -2.67, -2.43)  -0.47
C (2.26, -2.68, -1.02)  -0.54
H (4.14, 2.60, -1.90)  0.37
H (2.46, 2.33, -1.53)  0.25
H (2.90, 2.96, -3.12)  0.40
H (3.67, 0.17, -2.11)  0.09
H (4.02, 0.83, -3.70)  0.38
H (2.01, -0.46, -4.08)  0.53
H (1.45, 1.23, -3.92)  0.63
H (0.13, -1.77, -3.66)  0.56
H (-0.37, -2.09, -1.98)  0.07
H (2.46, -2.39, -3.15)  0.24
H (1.38, -3.68, -2.70)  0.42
H (2.81, -1.76, -0.79)  -0.13
H (2.96, -3.51, -0.89)  0.43
H (1.48, -2.78, -0.26)  0.12
Cl (4.38, 0.78, 0.40)  -0.46
Ge (2.44, 0.24, 1.36)  0.38
Cl (3.09, -1.65, 2.25)  -0.38
Cl (2.57, 1.58, 3.14)  -0.41
C (-1.36, -1.10, -0.07)  -1.93
C (-2.50, -1.53, 0.06)  0.06
C (-3.79, -2.00, 0.24)  0.34
C (-4.89, -1.38, -0.52)  0.56
C (-6.19, -1.31, -0.01)  0.42
C (-7.21, -0.72, -0.75)  -1.15
C (-6.95, -0.18, -2.00)  -0.53
C (-5.65, -0.20, -2.50)  -0.85
C (-4.63, -0.79, -1.76)  -0.53
C (-4.00, -3.10, 1.17)  0.77
C (-3.03, -3.39, 2.14)  -0.37
C (-3.19, -4.44, 3.03)  -0.57
C (-4.32, -5.25, 2.96)  -0.56
C (-5.28, -5.00, 1.99)  -0.79
C (-5.12, -3.94, 1.11)  -0.32
H (-6.40, -1.69, 0.98)  0.43
H (-8.21, -0.68, -0.34)  0.42
H (-7.74, 0.28, -2.58)  0.36
H (-5.42, 0.24, -3.46)  0.41
H (-3.62, -0.80, -2.14)  0.47
H (-2.14, -2.77, 2.19)  0.24
H (-2.43, -4.62, 3.77)  0.42
H (-4.44, -6.07, 3.66)  0.38
H (-6.15, -5.64, 1.91)  0.41
H (-5.86, -3.79, 0.33)  0.58

Charge = -1
<S²> = 0.7875
Spin multiplicity = 2
HOMO (alpha / beta) = -4.26 / -4.78 eV
Kohn-Sham gap (alpha / beta) = 6.401 / 6.178 eV
ΔE to the lowest compared entry with this formula, charge and spin = 0.0 kJ/mol



# 2
Computed, not measured: a structure of composition C47H45GeN2O5ScSe, with wB97M-V/def2-TZVPD.

Each line ends with the Mulliken charge.
Cartesian coordinates (Å):
Sc (0.42, -0.98, 0.51)  0.29
O (-1.57, -0.65, 1.33)  0.01
C (-1.66, 0.69, 1.92)  3.49
C (-0.25, 1.01, 2.48)  -0.36
O (-0.08, 2.02, 3.12)  -0.65
O (0.68, 0.18, 2.09)  -0.70
C (-2.76, 0.66, 2.96)  -0.35
C (-4.08, 0.59, 2.51)  -0.01
C (-5.12, 0.46, 3.41)  -0.94
C (-4.86, 0.41, 4.77)  -0.47
C (-3.55, 0.49, 5.23)  -0.97
C (-2.50, 0.61, 4.33)  -0.49
C (-1.90, 1.68, 0.79)  -0.69
C (-1.78, 1.32, -0.54)  0.79
C (-1.91, 2.28, -1.55)  -0.62
C (-2.16, 3.60, -1.22)  -0.80
C (-2.28, 3.96, 0.12)  -0.91
C (-2.15, 3.01, 1.12)  -0.53
H (-2.32, -1.19, 1.61)  0.41
H (-4.28, 0.66, 1.44)  0.40
H (-6.14, 0.41, 3.05)  0.42
H (-5.67, 0.32, 5.48)  0.42
H (-3.34, 0.46, 6.29)  0.44
H (-1.48, 0.68, 4.69)  0.53
H (-1.64, 0.29, -0.83)  -0.41
H (-1.83, 1.98, -2.58)  0.54
H (-2.27, 4.34, -1.99)  0.44
H (-2.48, 4.99, 0.39)  0.48
H (-2.23, 3.30, 2.16)  0.56
C (-3.30, -2.09, -1.07)  -1.26
Ge (-1.50, -2.88, -1.08)  0.00
C (-0.54, -2.38, -2.70)  0.98
C (-1.15, -1.55, -3.65)  -0.48
C (-0.46, -1.16, -4.79)  -0.64
C (0.85, -1.59, -5.00)  -0.70
C (1.47, -2.40, -4.06)  -0.54
C (0.78, -2.79, -2.92)  -0.84
C (-1.67, -4.72, -0.51)  0.69
C (-1.48, -5.03, 0.81)  -0.04
C (-1.68, -6.35, 1.29)  -1.15
C (-2.06, -7.34, 0.44)  -0.87
C (-2.27, -7.06, -0.94)  0.87
C (-2.66, -8.09, -1.84)  -0.96
C (-2.86, -7.81, -3.16)  -0.56
C (-2.67, -6.51, -3.65)  -1.08
C (-2.29, -5.50, -2.81)  -0.57
C (-2.08, -5.75, -1.43)  0.80
H (-3.89, -2.56, -1.87)  0.54
H (-3.32, -1.01, -1.22)  0.30
H (-3.81, -2.33, -0.14)  0.41
H (-2.17, -1.22, -3.51)  0.38
H (-0.95, -0.53, -5.52)  0.47
H (1.38, -1.29, -5.89)  0.44
H (2.49, -2.74, -4.21)  0.60
H (1.29, -3.41, -2.20)  0.35
H (-1.15, -4.28, 1.51)  0.29
H (-1.51, -6.56, 2.34)  0.44
H (-2.21, -8.35, 0.79)  0.42
H (-2.80, -9.09, -1.45)  0.42
H (-3.16, -8.60, -3.84)  0.40
H (-2.83, -6.30, -4.70)  0.43
H (-2.14, -4.50, -3.21)  0.42
C (6.28, -4.58, -2.88)  -1.71
C (5.16, -4.20, -1.95)  0.51
C (4.08, -5.04, -1.75)  -1.08
C (3.04, -4.72, -0.87)  0.64
C (1.90, -5.68, -0.69)  -1.46
C (3.11, -3.50, -0.20)  1.11
Se (1.70, -3.06, 1.05)  -0.14
C (4.21, -2.65, -0.34)  1.11
C (4.37, -1.39, 0.46)  -1.65
C (5.21, -3.01, -1.23)  -1.05
H (5.97, -5.35, -3.58)  0.37
H (7.14, -4.96, -2.33)  0.36
H (6.62, -3.72, -3.46)  0.39
H (4.03, -5.98, -2.29)  0.35
H (2.10, -6.62, -1.20)  0.41
H (0.97, -5.28, -1.09)  0.22
H (1.72, -5.89, 0.36)  0.37
H (3.57, -0.68, 0.27)  0.11
H (5.31, -0.90, 0.22)  0.42
H (4.36, -1.59, 1.54)  0.43
H (6.07, -2.36, -1.34)  0.37
O (4.65, 3.74, 2.97)  -0.52
C (4.34, 4.51, 1.82)  -0.53
N (3.45, 3.69, 1.03)  -0.06
C (3.65, 3.48, -0.29)  0.43
O (4.49, 4.04, -0.96)  -0.65
C (2.73, 2.47, -0.95)  0.21
C (2.53, 2.57, -2.32)  -0.90
C (1.71, 1.65, -2.94)  -1.04
C (1.14, 0.64, -2.19)  -0.26
N (1.37, 0.51, -0.87)  1.66
C (2.15, 1.43, -0.26)  -0.97
H (5.09, 4.31, 3.61)  0.31
H (5.21, 4.72, 1.21)  0.39
H (3.85, 5.44, 2.10)  0.35
H (2.68, 3.26, 1.52)  0.12
H (3.01, 3.37, -2.86)  0.53
H (1.50, 1.69, -4.00)  0.60
H (0.49, -0.09, -2.64)  0.43
H (2.29, 1.30, 0.80)  0.55

Charge = +1
<S²> = 0.7547
Spin multiplicity = 2
HOMO (alpha / beta) = -10.17 / -10.36 eV
Kohn-Sham gap (alpha / beta) = 7.136 / 5.838 eV
ΔE to the lowest compared entry with this formula, charge and spin = 0.0 kJ/mol



# 3
Computed, not measured: a structure of composition C47H46AsCl3F6N6O5S3SiTi, with wB97M-V/def2-TZVPD.

Each line ends with the Mulliken charge.
Cartesian coordinates (Å):
Ti (-0.73, 0.26, 0.22)  -0.85
C (2.17, 4.25, 1.67)  -1.77
C (0.94, 3.68, 2.29)  0.90
C (0.32, 4.35, 3.34)  -1.20
C (-0.75, 3.76, 3.98)  -0.84
C (-1.17, 2.51, 3.57)  -0.98
C (-0.52, 1.90, 2.49)  -0.66
N (0.49, 2.50, 1.84)  1.02
N (-0.87, 0.64, 2.02)  1.31
Si (-1.13, -0.53, 3.34)  0.86
C (-2.93, -0.51, 4.00)  -1.60
C (0.14, -0.12, 4.71)  -1.35
C (-0.77, -2.29, 2.68)  -0.38
H (2.63, 3.54, 0.99)  0.15
H (2.89, 4.50, 2.45)  0.54
H (1.94, 5.16, 1.12)  0.30
H (0.69, 5.32, 3.65)  0.56
H (-1.26, 4.26, 4.78)  0.52
H (-1.99, 2.01, 4.05)  0.41
H (-3.64, -0.07, 3.30)  0.39
H (-3.01, 0.04, 4.94)  0.48
H (-3.25, -1.52, 4.22)  0.45
H (-0.17, 0.73, 5.30)  0.38
H (1.12, 0.12, 4.29)  0.31
H (0.26, -0.95, 5.40)  0.55
H (-1.03, -2.41, 1.63)  -0.55
H (-1.33, -3.02, 3.26)  0.70
H (0.28, -2.55, 2.81)  0.10
F (-0.94, -4.42, -0.76)  -0.06
C (-1.24, -3.76, -1.88)  0.70
F (-2.52, -3.38, -1.77)  -0.14
F (-1.12, -4.55, -2.92)  -0.17
S (-0.29, -2.16, -1.90)  1.10
O (-0.92, -1.55, -0.72)  -0.14
O (1.11, -2.32, -1.79)  -0.46
N (-0.77, -1.49, -3.22)  -0.83
S (-0.93, 0.07, -3.18)  1.37
O (-0.41, 0.59, -1.92)  -0.54
O (-0.60, 0.78, -4.35)  -0.65
C (-2.82, 0.18, -2.94)  0.64
F (-3.45, 1.04, -3.71)  -0.20
F (-3.03, 0.54, -1.64)  -0.23
F (-3.37, -1.02, -3.08)  -0.23
Cl (7.09, -4.09, -4.12)  -0.19
C (6.06, -4.12, -2.74)  0.20
C (5.10, -3.12, -2.57)  -0.95
C (4.27, -3.17, -1.47)  0.26
C (4.37, -4.18, -0.52)  0.24
C (3.40, -4.27, 0.64)  -0.62
C (3.48, -3.05, 1.59)  -1.48
N (2.85, -1.83, 1.16)  0.73
C (3.37, -0.57, 1.28)  -2.04
C (2.37, 0.29, 0.94)  0.01
N (1.25, -0.42, 0.60)  2.43
C (1.58, -1.70, 0.76)  -2.70
O (2.05, -4.46, 0.24)  -0.10
C (1.70, -5.81, -0.04)  -1.03
C (1.36, -6.09, -1.48)  -0.42
C (0.48, -7.07, -1.85)  0.93
Cl (-0.45, -8.05, -0.81)  -0.19
S (0.37, -7.25, -3.57)  -0.18
C (1.49, -5.98, -3.79)  -0.71
C (1.94, -5.46, -2.62)  -0.30
C (5.36, -5.15, -0.70)  0.78
Cl (5.59, -6.43, 0.45)  -0.20
C (6.19, -5.13, -1.80)  -0.60
H (5.02, -2.33, -3.29)  0.48
H (3.49, -2.43, -1.36)  -0.02
H (3.71, -5.12, 1.26)  0.95
H (4.54, -2.84, 1.77)  0.46
H (3.02, -3.34, 2.54)  0.23
H (4.37, -0.38, 1.61)  0.61
H (2.38, 1.37, 0.97)  -0.10
H (0.98, -2.57, 0.57)  1.35
H (0.81, -6.04, 0.57)  0.58
H (2.50, -6.49, 0.26)  0.48
H (1.75, -5.69, -4.79)  0.50
H (2.64, -4.65, -2.55)  0.43
H (6.95, -5.89, -1.94)  0.48
C (-3.88, 4.10, -4.17)  -0.82
C (-4.50, 3.94, -2.94)  -0.74
C (-3.78, 3.52, -1.84)  -0.76
C (-2.42, 3.25, -1.95)  0.88
C (-1.80, 3.40, -3.19)  -0.52
C (-2.52, 3.83, -4.29)  -0.93
As (-1.32, 2.68, -0.40)  3.15
C (0.26, 3.68, -0.99)  1.13
C (0.19, 5.03, -1.34)  -0.99
C (1.32, 5.68, -1.82)  -1.19
C (2.51, 4.98, -1.96)  -0.74
C (2.57, 3.63, -1.67)  -0.80
C (1.44, 2.98, -1.19)  -0.59
C (-2.33, 3.81, 0.89)  1.41
C (-3.43, 3.14, 1.45)  -0.34
C (-4.38, 3.84, 2.19)  -0.80
C (-4.23, 5.20, 2.39)  -1.03
C (-3.12, 5.86, 1.87)  -0.78
C (-2.18, 5.17, 1.13)  -1.03
H (-4.44, 4.42, -5.03)  0.46
H (-5.56, 4.15, -2.84)  0.48
H (-4.28, 3.39, -0.88)  0.43
H (-0.74, 3.17, -3.31)  0.48
H (-2.02, 3.95, -5.24)  0.49
H (-0.76, 5.56, -1.30)  0.59
H (1.26, 6.72, -2.09)  0.48
H (3.40, 5.49, -2.32)  0.46
H (3.49, 3.09, -1.80)  0.48
H (1.47, 1.91, -0.98)  0.36
H (-3.53, 2.07, 1.29)  0.23
H (-5.24, 3.33, 2.58)  0.51
H (-4.97, 5.75, 2.95)  0.44
H (-3.01, 6.92, 2.03)  0.48
H (-1.33, 5.70, 0.73)  0.48
C (-4.19, -2.72, 1.13)  -1.64
C (-3.44, -1.54, 0.84)  0.48
N (-2.84, -0.58, 0.66)  0.42
H (-4.72, -2.58, 2.07)  0.43
H (-3.52, -3.58, 1.22)  0.32
H (-4.91, -2.92, 0.33)  0.42

Charge = +2
HOMO = -12.32 eV
Kohn-Sham gap = 5.305 eV
ΔE to the lowest compared entry with this formula, charge and spin = 301.6 kJ/mol



# 4
Computed, not measured: a structure of composition C47H46BF7N7O5Ti, with wB97M-V/def2-TZVPD.

Each line ends with the Mulliken charge.
Cartesian coordinates (Å):
Ti (-0.29, -0.16, -0.55)  1.27
C (-3.92, -4.36, -0.30)  -1.38
C (-3.39, -3.06, -0.81)  0.71
C (-3.84, -2.29, -1.84)  -1.35
C (-2.93, -1.22, -1.94)  -0.61
N (-1.99, -1.34, -1.03)  1.09
N (-2.27, -2.47, -0.33)  0.04
B (-1.56, -2.87, 1.00)  -1.15
N (-1.38, -1.60, 1.87)  1.25
N (-1.77, -0.37, 1.41)  -0.53
C (-2.05, 0.35, 2.47)  -0.34
C (-1.75, -0.37, 3.65)  -0.42
C (-1.35, -1.60, 3.22)  -0.02
C (-0.91, -2.80, 3.99)  -1.66
C (-2.81, 1.60, 2.39)  0.57
C (-2.81, 2.52, 3.43)  -0.24
C (-3.65, 3.62, 3.40)  -0.86
C (-4.53, 3.81, 2.34)  -0.54
C (-4.53, 2.90, 1.30)  -0.46
C (-3.67, 1.81, 1.32)  0.23
N (-0.20, -3.54, 0.71)  0.48
N (0.73, -2.80, 0.09)  0.62
C (1.69, -3.64, -0.27)  -0.51
C (1.37, -4.96, 0.14)  -1.37
C (0.15, -4.85, 0.77)  0.76
C (-0.68, -5.90, 1.44)  -1.31
C (2.89, -3.27, -1.06)  0.18
C (3.87, -2.41, -0.58)  0.53
C (5.01, -2.15, -1.33)  -0.67
C (5.18, -2.74, -2.57)  -0.36
C (4.20, -3.58, -3.07)  -0.82
C (3.06, -3.84, -2.32)  -0.34
C (-3.05, -0.14, -2.95)  0.36
C (-2.20, -0.09, -4.05)  0.19
C (-2.42, 0.85, -5.05)  -0.69
C (-3.48, 1.74, -4.96)  -0.46
C (-4.31, 1.71, -3.86)  -0.74
C (-4.10, 0.76, -2.86)  -0.28
H (-4.75, -4.67, -0.93)  0.41
H (-3.15, -5.14, -0.34)  0.10
H (-4.27, -4.29, 0.73)  0.23
H (-4.70, -2.47, -2.47)  0.49
H (-2.25, -3.67, 1.58)  -0.14
H (-1.84, -0.02, 4.67)  0.50
H (-0.61, -2.51, 4.99)  0.48
H (-1.72, -3.54, 4.07)  0.27
H (-0.07, -3.29, 3.49)  0.26
H (-2.11, 2.38, 4.25)  0.28
H (-3.62, 4.34, 4.22)  0.39
H (-5.19, 4.67, 2.33)  0.36
H (-5.19, 3.05, 0.45)  0.38
H (-3.64, 1.10, 0.50)  0.04
H (1.96, -5.85, 0.02)  0.48
H (-0.09, -6.82, 1.53)  0.40
H (-1.00, -5.59, 2.43)  0.20
H (-1.59, -6.13, 0.87)  0.13
H (3.73, -1.93, 0.38)  0.34
H (5.77, -1.48, -0.95)  0.31
H (6.07, -2.53, -3.16)  0.37
H (4.30, -4.02, -4.06)  0.35
H (2.28, -4.48, -2.71)  0.40
H (-1.36, -0.76, -4.08)  0.30
H (-1.75, 0.89, -5.90)  0.36
H (-3.64, 2.47, -5.75)  0.36
H (-5.12, 2.43, -3.76)  0.35
H (-4.75, 0.73, -1.99)  0.35
O (-0.04, 0.10, -2.32)  -0.47
O (0.70, -1.06, -1.80)  0.37
O (0.38, 2.00, 2.79)  -0.03
N (1.09, 2.30, 3.92)  -0.09
C (1.24, 1.36, 4.94)  -0.19
C (1.83, 1.70, 6.12)  -0.96
C (2.31, 3.01, 6.37)  -0.48
C (2.16, 3.94, 5.29)  -0.59
C (1.57, 3.58, 4.12)  -0.53
H (0.86, 0.38, 4.71)  0.37
H (1.92, 0.92, 6.88)  0.36
H (2.75, 3.30, 7.32)  0.37
H (2.53, 4.95, 5.39)  0.37
H (1.43, 4.24, 3.28)  0.44
C (1.84, -0.65, 2.13)  -0.28
O (1.15, 0.10, 1.16)  1.30
H (1.21, -0.85, 3.00)  -0.54
H (2.72, -0.11, 2.47)  0.32
H (2.14, -1.61, 1.71)  -0.13
H (0.83, 0.92, 1.69)  -0.44
C (-1.20, 3.96, 0.01)  -1.92
C (-0.17, 3.05, -0.67)  1.63
O (-0.32, 1.75, -0.28)  -0.65
C (-0.40, 3.23, -2.21)  0.05
F (0.51, 2.68, -3.01)  -0.15
F (-0.44, 4.57, -2.53)  -0.38
F (-1.60, 2.72, -2.55)  -0.10
C (1.29, 3.62, -0.32)  0.40
F (2.00, 4.04, -1.41)  -0.34
F (2.06, 2.75, 0.30)  -0.06
F (1.22, 4.73, 0.48)  -0.37
H (-2.18, 3.65, -0.34)  0.36
H (-1.05, 5.02, -0.21)  0.42
H (-1.13, 3.78, 1.08)  0.26
F (4.53, 1.63, -6.73)  -0.38
C (4.21, 1.42, -5.43)  0.44
C (3.33, 0.40, -5.10)  -1.01
C (3.01, 0.19, -3.78)  0.10
C (3.57, 1.00, -2.75)  1.25
C (3.23, 0.74, -1.41)  -1.15
C (4.46, 2.03, -3.14)  -0.59
C (4.77, 2.24, -4.47)  -0.66
H (2.91, -0.21, -5.89)  0.44
H (2.29, -0.57, -3.48)  0.47
H (3.65, 1.33, -0.60)  0.18
H (2.51, -0.05, -1.20)  -0.11
H (4.88, 2.67, -2.37)  0.37
H (5.43, 3.05, -4.77)  0.40

Charge = -2
<S²> = 3.8065
Spin multiplicity = 4
HOMO (alpha / beta) = 0.44 / -2.26 eV
Kohn-Sham gap (alpha / beta) = 3.500 / 6.195 eV



Which of these has the lowest charge?
C47H46BF7N7O5Ti



Which of these has the highest charge?
C47H46AsCl3F6N6O5S3SiTi



Which of these has the highest charge?
C47H46AsCl3F6N6O5S3SiTi



Number 1 is which compound?
C47H44Cl3GeN3OP2PtSSe2